Entry 1:
DFT (wB97M-V/def2-TZVPD) results for the molecule C4H6N2 at a distorted geometry.

Values from the calculation:
structure (SMILES)	C1=NN=CCC1
LUMO energy	0.79	eV
DFT total energy	-265.44421	Eh

Last column: natural (NBO) charge in e.
Positions of all 12 atoms, in Å:
C 0.818 1.189 -0.232  0.0926
N -0.153 1.598 -0.905  -0.2640
N -1.071 0.647 -1.416  -0.2612
C -1.276 -0.391 -0.733  0.1035
C -0.514 -0.768 0.584  -0.4780
C 0.966 -0.201 0.363  -0.4814
H 1.620 1.885 -0.140  0.1874
H -2.070 -1.104 -0.967  0.1847
H -0.879 -0.076 1.427  0.2262
H -0.501 -1.805 0.810  0.2274
H 1.385 -0.118 1.459  0.2307
H 1.675 -0.855 -0.250  0.2323

---

Entry 2:
DFT (wB97M-V/def2-TZVPD) results for a cluster of 14 separate species, C38H105N2O13 in total.

Values from the calculation:
LUMO energy	-2.27	eV
net charge	+1
DFT total energy	-2598.10099	Eh

Last column: Löwdin charge in e.
Positions of all 158 atoms, in Å:
C -4.729 2.946 -0.846  -0.0984
C -4.204 2.433 -2.181  -0.2684
C -2.993 3.196 -2.696  -0.2080
C -1.782 3.185 -1.761  -0.1918
C -0.784 2.054 -2.044  -0.1936
C 0.030 1.732 -0.794  -0.1864
C -0.731 0.987 0.317  -0.1789
C -1.800 0.010 -0.130  -0.1834
C -1.134 -1.256 -0.634  -0.1125
N -2.160 -2.283 -0.974  0.0674
C -2.802 -2.091 -2.318  -0.0571
C -2.043 -2.870 -3.381  -0.3952
C -1.280 -2.085 -4.391  -0.0044
N -2.059 -4.135 -3.391  0.1757
H -5.737 2.605 -0.650  0.0709
H -4.086 2.632 -0.030  0.0561
H -4.719 4.033 -0.855  0.0834
H -5.001 2.548 -2.912  0.1048
H -4.010 1.359 -2.137  0.0776
H -3.304 4.231 -2.818  0.1115
H -2.714 2.844 -3.685  0.1100
H -2.121 3.089 -0.734  0.0921
H -1.235 4.114 -1.862  0.1089
H -1.295 1.180 -2.452  0.0856
H -0.094 2.388 -2.811  0.1176
H 0.958 1.239 -1.044  0.0848
H 0.336 2.687 -0.376  0.0962
H -1.171 1.711 0.997  0.1100
H -0.027 0.411 0.916  0.1045
H -2.407 -0.260 0.737  0.1140
H -2.481 0.424 -0.867  0.0856
H -0.516 -1.653 0.163  0.1206
H -0.515 -1.015 -1.493  0.1392
H -1.741 -3.214 -0.961  0.1657
H -2.887 -2.266 -0.256  0.1293
H -2.841 -1.028 -2.509  0.1118
H -3.819 -2.461 -2.249  0.1389
H -1.125 -1.073 -4.041  0.0700
H -1.863 -2.071 -5.307  0.1041
H -0.330 -2.562 -4.588  0.0654
H -2.665 -4.494 -2.648  0.0626
C 5.336 1.325 0.075  -0.0783
C 4.174 0.884 -0.790  -0.3004
O 3.181 1.908 -0.891  -0.1022
H 4.983 1.589 1.074  0.0737
H 6.082 0.534 0.164  0.0833
H 5.820 2.210 -0.343  0.0557
H 3.679 0.013 -0.358  0.0993
H 4.521 0.616 -1.792  0.1154
H 3.604 2.681 -1.283  0.0848
C 0.446 -5.977 -5.937  -0.0923
C 1.629 -5.377 -5.202  -0.3025
O 1.251 -4.197 -4.486  -0.1104
H 0.017 -5.252 -6.629  0.0650
H 0.745 -6.864 -6.498  0.0768
H -0.343 -6.259 -5.235  0.0705
H 2.406 -5.077 -5.902  0.1134
H 2.061 -6.101 -4.504  0.1093
H 0.570 -4.458 -3.854  0.0492
C -3.058 -7.087 -9.667  -0.0848
C -1.882 -6.493 -8.915  -0.3189
O -2.277 -5.330 -8.185  -0.1056
H -3.479 -6.351 -10.353  0.0775
H -2.758 -7.967 -10.237  0.0776
H -3.851 -7.380 -8.974  0.0731
H -1.101 -6.185 -9.609  0.1027
H -1.456 -7.226 -8.222  0.1033
H -2.961 -5.599 -7.562  0.0799
C -3.898 -4.659 2.715  -0.0754
C -4.167 -3.565 1.704  -0.2836
O -3.888 -4.005 0.359  -0.1149
H -2.860 -4.988 2.657  0.0801
H -4.099 -4.309 3.727  0.0849
H -4.531 -5.528 2.520  0.0799
H -3.522 -2.705 1.894  0.0992
H -5.205 -3.230 1.761  0.1200
H -4.459 -4.759 0.172  0.0977
C 5.050 4.970 2.453  -0.0836
C 6.354 4.538 1.811  -0.3036
O 6.363 4.815 0.405  -0.1010
H 4.208 4.468 1.975  0.0617
H 5.040 4.736 3.518  0.0787
H 4.900 6.046 2.336  0.0755
H 6.492 3.463 1.913  0.1000
H 7.204 5.035 2.286  0.1134
H 6.259 5.766 0.293  0.0820
C 0.220 -0.952 4.424  -0.0704
C -0.955 -1.347 3.552  -0.3119
O -1.953 -0.323 3.545  -0.0973
H -0.114 -0.767 5.446  0.0744
H 0.979 -1.732 4.435  0.0655
H 0.680 -0.029 4.061  0.0828
H -1.427 -2.254 3.928  0.1128
H -0.622 -1.533 2.524  0.0734
H -1.532 0.473 3.201  0.0696
C -4.200 0.879 5.802  -0.0880
C -3.015 1.610 6.402  -0.3336
O -3.408 2.784 7.100  -0.0858
H -4.741 1.531 5.114  0.0775
H -3.864 -0.005 5.260  0.0514
H -4.906 0.569 6.576  0.0749
H -2.327 1.926 5.617  0.1017
H -2.471 0.951 7.088  0.1032
H -4.004 2.511 7.808  0.0404
C 2.202 5.579 -0.377  -0.0925
C 1.116 6.372 0.329  -0.3070
O -0.144 5.709 0.258  -0.0867
H 1.934 5.419 -1.423  0.0781
H 3.161 6.098 -0.336  0.0702
H 2.324 4.595 0.087  0.0561
H 0.982 7.343 -0.143  0.1145
H 1.383 6.538 1.378  0.1101
H -0.044 4.851 0.685  0.0655
C 3.973 -3.136 2.872  -0.0814
C 2.789 -3.499 1.999  -0.3052
O 1.799 -2.464 1.999  -0.1086
H 3.649 -2.948 3.896  0.0757
H 4.712 -3.937 2.881  0.0795
H 4.457 -2.226 2.509  0.0720
H 2.296 -4.395 2.373  0.1121
H 3.115 -3.691 0.972  0.1086
H 2.217 -1.664 1.663  0.0747
C -5.712 2.123 11.937  -0.0881
C -4.458 1.722 11.186  -0.3077
O -4.495 2.160 9.826  -0.0999
H -6.595 1.709 11.451  0.0768
H -5.680 1.768 12.968  0.0764
H -5.823 3.210 11.952  0.0746
H -4.358 0.639 11.157  0.1124
H -3.569 2.134 11.673  0.1103
H -4.571 3.121 9.835  0.0890
C -0.618 -3.083 -10.248  -0.0945
C 0.701 -3.551 -10.837  -0.3269
O 0.869 -3.119 -12.183  -0.0800
H -1.453 -3.448 -10.847  0.0783
H -0.741 -3.443 -9.225  0.0554
H -0.672 -1.991 -10.243  0.0722
H 0.746 -4.639 -10.857  0.1033
H 1.540 -3.189 -10.231  0.1080
H 0.848 -2.156 -12.190  0.0796
C 8.910 5.269 -2.908  -0.0899
C 8.060 4.074 -3.298  -0.3227
O 7.963 3.128 -2.238  -0.0929
H 9.910 4.945 -2.622  0.0773
H 8.994 5.978 -3.733  0.0743
H 8.474 5.787 -2.051  0.0650
H 8.505 3.548 -4.142  0.1101
H 7.056 4.400 -3.592  0.1058
H 7.561 3.578 -1.483  0.0466
C 0.625 2.141 9.248  -0.0838
C 0.596 1.328 7.968  -0.3341
O 1.898 1.189 7.398  -0.0901
H 1.041 3.130 9.059  0.0785
H -0.378 2.255 9.662  0.0710
H 1.256 1.657 9.999  0.0737
H -0.020 1.825 7.221  0.0996
H 0.174 0.334 8.152  0.1050
H 2.455 0.743 8.044  0.0790

---

Entry 3:
DFT (wB97M-V/def2-TZVPD) results for the molecule C4H8N2O2 at a distorted geometry.

Values from the calculation:
structure (SMILES)	CC(=O)N(C)/C=N\O
LUMO energy	0.40	eV
DFT total energy	-417.06564	Eh

Last column: natural (NBO) charge in e.
Positions of all 16 atoms, in Å:
C -1.624 -1.129 -0.005  -0.7164
C -0.749 0.047 -0.474  0.7097
O -1.231 0.824 -1.279  -0.6093
N 0.502 0.120 0.126  -0.5124
C 0.915 -1.002 0.932  -0.4304
C 1.420 1.069 -0.391  0.1566
N 1.232 2.282 -0.781  -0.1099
O 0.012 2.840 -0.542  -0.5726
H -1.465 -2.166 -0.537  0.2513
H -2.700 -0.748 -0.226  0.2572
H -1.387 -1.170 1.065  0.2119
H 1.088 -2.015 0.121  0.2112
H 2.024 -0.683 1.458  0.2460
H 0.016 -1.277 1.816  0.2339
H 2.547 0.813 -0.325  0.1992
H -0.600 2.196 -0.958  0.4738

---

Entry 4:
DFT (wB97M-V/def2-TZVPD) results for a structure of composition C7H7BeO6S at a distorted geometry.

Values from the calculation:
LUMO energy	-5.03	eV
net charge	+1
DFT total energy	-1134.91038	Eh

Last column: natural (NBO) charge in e.
Positions of all 22 atoms, in Å:
O 1.388 -4.120 -0.567  -0.4239
C 1.156 -3.051 -0.908  0.5131
Be 0.724 -0.485 -0.576  1.3976
O 0.709 -2.044 1.939  -0.3879
C 0.817 -1.542 0.905  0.3726
C -0.016 1.131 1.117  0.4705
O -0.643 1.868 1.732  -0.4410
C -0.808 0.190 -1.098  0.2861
O -1.695 0.694 -1.654  -0.4024
C 2.272 0.361 -1.018  0.2145
O 3.231 1.019 -1.053  -0.3876
H 1.324 -0.696 -1.896  -0.3816
C -3.842 -0.716 0.570  -0.8150
S -2.100 -1.084 0.864  1.2392
C -2.067 -1.092 2.647  -0.8413
O -1.859 -2.461 0.359  -0.9632
H -4.178 0.109 1.207  0.2488
H -4.377 -1.631 0.844  0.2680
H -3.955 -0.456 -0.492  0.2569
H -3.069 -0.786 2.958  0.2581
H -1.824 -2.104 2.982  0.2784
H -1.337 -0.346 2.977  0.2404

---

Entry 5:
DFT (wB97M-V/def2-TZVPD) results for a cluster of 3 separate species, CH7NO4 in total at a distorted geometry.

Values from the calculation:
structure (SMILES)	NC(=O)O.O.O
LUMO energy	0.42	eV
DFT total energy	-398.04908	Eh

Last column: natural (NBO) charge in e.
Positions of all 13 atoms, in Å:
N 0.097 0.740 1.457  -0.8865
C 1.193 0.245 0.804  0.8643
O 2.216 -0.056 1.355  -0.6011
O 1.064 0.235 -0.558  -0.7090
H 0.275 1.150 2.362  0.4154
H -0.807 0.606 1.031  0.4207
H 0.507 0.990 -0.753  0.4930
O -2.354 0.673 -0.723  -0.9882
H -3.135 0.827 -1.244  0.4763
H -1.975 -0.146 -1.036  0.4954
O -1.162 -1.723 -1.601  -0.9583
H -0.839 -1.739 -2.503  0.4852
H -0.401 -1.838 -1.020  0.4930

---

Entry 6:
DFT (wB97M-V/def2-TZVPD) results for the molecule C5H6N2O3 at a distorted geometry.

Values from the calculation:
LUMO energy	0.07	eV
DFT total energy	-529.31609	Eh

Last column: natural (NBO) charge in e.
Positions of all 16 atoms, in Å:
C 0.188 0.743 -1.162  -0.2146
C 1.267 -0.038 -1.248  -0.0603
C 1.089 -0.497 1.092  0.4149
C -1.654 -0.675 -0.120  0.7719
C -0.692 0.693 0.078  0.2132
N 1.643 -0.819 -0.061  -0.5393
N 0.174 0.362 1.257  -0.4927
O -2.773 -0.257 -0.289  -0.7047
O -1.085 -1.736 0.052  -0.7217
O -1.526 1.743 0.266  -0.6959
H -0.063 1.431 -2.004  0.2559
H 1.897 -0.318 -2.119  0.2277
H 1.532 -0.974 1.879  0.1993
H 2.528 -1.291 -0.041  0.4171
H -0.185 0.336 2.190  0.4267
H -2.340 1.297 0.230  0.5026

---

Entry 7:
DFT (wB97M-V/def2-TZVPD) results for a cluster of 2 separate species, C4H4N2S in total at a distorted geometry.

Values from the calculation:
2S+1	3
expectation value of S²	2.015
LUMO energy (alpha / beta)	0.40 / -3.54	eV
DFT total energy	-662.35803	Eh

Last column: natural (NBO) charge in e.
Positions of all 11 atoms, in Å:
C 0.549 -0.728 -1.251  0.2256
C -1.087 -1.191 0.444  0.2334
C 0.836 0.332 0.932  -0.6549
C -0.086 -0.298 -0.083  -0.2026
N 1.046 -1.041 -2.219  -0.2791
N -1.830 -1.914 1.015  -0.2748
S -1.483 1.616 -0.775  0.1062
H 0.290 0.800 1.868  0.2394
H 1.690 0.966 0.655  0.2503
H 1.361 -0.523 1.448  0.2447
H -1.286 1.981 -2.034  0.1118

---

Entry 8:
DFT (wB97M-V/def2-TZVPD) results for a cluster of 2 separate species, C3H4O2P in total at a distorted geometry.

Values from the calculation:
LUMO energy	3.10	eV
net charge	-1
DFT total energy	-608.52388	Eh

Last column: natural (NBO) charge in e.
Positions of all 10 atoms, in Å:
C -0.799 -2.279 -2.107  -1.1699
C 0.142 2.399 2.566  0.6902
C 0.585 1.608 1.655  -0.7823
O -0.349 3.238 3.228  -0.5083
O 1.185 -0.862 -1.173  -1.1875
P 0.611 -1.408 -2.485  0.9967
H -1.529 -2.590 -2.830  0.1768
H -1.211 -2.632 -1.075  0.1861
H -0.038 1.596 0.748  0.2985
H 1.403 0.931 1.473  0.2998

---

Entry 9:
DFT (wB97M-V/def2-TZVPD) results for a cluster of 2 separate species, C5H13NOP in total at a distorted geometry.

Values from the calculation:
2S+1	3
expectation value of S²	2.011
LUMO energy (alpha / beta)	-2.84 / -7.34	eV
net charge	+1
DFT total energy	-669.13359	Eh

Last column: natural (NBO) charge in e.
Positions of all 21 atoms, in Å:
C 0.294 -1.578 -0.622  -0.4259
C 0.841 -0.933 0.637  -0.3951
C -1.162 -1.078 -0.627  -0.5903
C 2.377 -0.751 0.513  -0.3758
C 2.825 0.351 0.028  0.3291
N -2.196 1.777 1.241  -0.9661
O 3.300 1.338 -0.551  -0.6387
P -1.218 0.815 -0.868  0.7111
H 0.659 -1.270 -1.591  0.2134
H 0.207 -2.627 -0.721  0.2491
H 0.354 0.113 0.775  0.1781
H 0.527 -1.632 1.403  0.2285
H -1.671 -1.290 -1.476  0.2295
H -1.851 -1.437 0.251  0.2508
H 3.113 -1.502 0.547  0.2229
H -3.164 1.895 1.359  0.3934
H -1.879 2.679 1.138  0.3807
H -1.924 1.479 2.261  0.4128
H 3.839 2.065 -0.004  0.5263
H -0.688 0.697 -2.190  0.0276
H -2.584 0.888 -1.501  0.0386

---

Entry 10:
DFT (wB97M-V/def2-TZVPD) results for a structure of composition C23H52GdP4S at a distorted geometry.

Values from the calculation:
2S+1	8
expectation value of S²	16.048
LUMO energy (alpha / beta)	-10.32 / -12.11	eV
net charge	+3
DFT total energy	-3435.83007	Eh

Last column: Löwdin spin population.
Positions of all 81 atoms, in Å:
Gd -0.116 -0.202 0.287  6.8172
P -0.851 -2.895 0.238  0.0286
P 1.215 -0.345 2.821  0.0287
P 2.231 -1.152 -0.885  0.0221
H -1.038 2.357 -0.996  0.0001
C -0.519 1.595 -1.607  -0.0064
C -1.152 0.456 -2.064  -0.0093
H -2.206 0.233 -1.880  0.0001
C -2.493 -3.536 0.686  0.0060
C 0.188 -4.026 1.249  0.0109
C -0.664 -3.674 -1.420  0.0077
C 1.961 1.323 3.112  0.0040
C 0.269 -0.636 4.356  0.0085
C 2.671 -1.455 3.039  0.0087
C 2.112 -1.168 -2.707  0.0056
C 3.145 -2.690 -0.562  0.0073
C 3.508 0.086 -0.420  0.0046
H 0.435 1.946 -2.035  0.0005
H -0.700 -0.191 -2.820  0.0003
H -3.282 -2.956 0.203  0.0002
H -2.660 -3.504 1.765  0.0000
H -2.570 -4.574 0.351  0.0014
H 0.077 -3.764 2.308  0.0001
H 1.246 -3.947 0.976  0.0001
H -0.153 -5.060 1.096  0.0024
H -1.291 -3.132 -2.139  0.0001
H -1.003 -4.718 -1.362  0.0017
H 0.377 -3.643 -1.764  0.0001
H 2.525 1.314 4.060  0.0010
H 1.141 2.061 3.158  0.0002
H 2.632 1.558 2.265  0.0001
H 0.965 -0.549 5.207  0.0021
H -0.161 -1.651 4.311  0.0000
H -0.544 0.103 4.440  0.0001
H 3.049 -1.330 4.069  0.0019
H 3.454 -1.191 2.307  0.0000
H 2.333 -2.493 2.874  0.0001
H 3.121 -1.246 -3.135  0.0014
H 1.624 -0.262 -3.093  0.0002
H 1.509 -2.030 -3.018  0.0000
H 4.106 -2.678 -1.098  0.0018
H 2.542 -3.539 -0.908  0.0000
H 3.331 -2.788 0.516  0.0000
H 4.436 -0.077 -0.988  0.0011
H 3.720 0.051 0.657  0.0002
H 3.120 1.092 -0.625  0.0001
C 3.392 3.203 -4.260  0.0002
C 4.389 4.189 -4.073  0.0001
C 4.448 5.305 -4.916  0.0000
C 3.570 5.407 -6.011  0.0003
C 2.735 4.319 -6.334  0.0000
C 2.699 3.199 -5.486  0.0001
S 3.105 1.921 -3.107  0.0007
H 2.933 2.479 -1.878  0.0000
H 5.108 4.048 -3.261  0.0000
H 5.179 6.100 -4.739  0.0000
H 3.574 6.311 -6.649  0.0000
H 2.124 4.353 -7.246  0.0000
H 2.123 2.321 -5.775  0.0000
C -3.233 2.990 1.708  0.0002
C -3.277 1.712 2.529  0.0031
P -2.659 0.199 1.681  0.0150
C -3.018 -0.949 3.082  0.0066
C -4.439 -1.460 3.233  0.0022
C -3.950 -0.026 0.382  0.0043
C -5.396 0.318 0.703  0.0016
H -2.209 3.246 1.436  0.0002
H -3.624 3.817 2.307  0.0000
H -3.827 2.934 0.795  0.0000
H -2.658 1.830 3.432  0.0000
H -4.296 1.499 2.888  0.0009
H -2.726 -0.431 4.006  0.0001
H -2.326 -1.793 2.993  0.0011
H -4.759 -2.084 2.397  0.0001
H -4.535 -2.079 4.132  0.0005
H -5.163 -0.652 3.342  0.0000
H -3.631 0.572 -0.484  0.0004
H -3.903 -1.067 0.048  0.0002
H -5.534 1.305 1.140  0.0000
H -5.998 0.296 -0.211  0.0003
H -5.858 -0.405 1.374  0.0000